Formula: C10H30ClO5PbS5
Source: OMol25
Level of theory: ωB97M-V/def2-TZVPD

- Net charge: +1
- LUMO energy: -2.1 eV
- Total energy: -93032.9675 eV
- Energy above the lowest of the compared OMol25 structures with the same formula, charge and spin: 24.51 kcal/mol
- Kohn-Sham gap: 8.62 eV
- E_HOMO: -0.39375 Ha
- Multiplicity: 1

Atoms and positions in Å:
1 Pb -2.0735 3.3090 -0.2965
2 Cl -3.9522 5.1381 0.8234
3 C -3.4886 1.8670 -4.7135
4 S -2.8481 0.8168 -3.3706
5 O -2.3760 1.8631 -2.3903
6 C -1.2841 0.3123 -4.1348
7 H -4.4053 2.3610 -4.3949
8 H -3.6090 1.4094 -5.6958
9 H -2.7960 2.6983 -4.8766
10 H -0.6890 -0.2550 -3.4229
11 H -0.7903 1.2229 -4.4697
12 H -1.3873 -0.3459 -5.0015
13 C -6.7568 2.3317 0.8783
14 S -5.7787 1.5116 -0.4075
15 O -4.3766 1.9542 -0.0875
16 C -5.9405 -0.1821 0.2587
17 H -7.6943 1.8197 1.1058
18 H -6.9846 3.3539 0.5847
19 H -6.1878 2.3536 1.8073
20 H -6.9279 -0.6006 0.0590
21 H -5.7601 -0.2172 1.3325
22 H -5.2176 -0.8299 -0.2366
23 C 1.7197 1.6040 -2.1065
24 S 1.4832 3.4002 -1.9851
25 O 0.0242 3.5519 -1.6205
26 C 2.2792 3.6242 -0.3658
27 H 2.6824 1.2282 -1.7540
28 H 1.6863 1.2944 -3.1526
29 H 0.9498 1.0488 -1.5718
30 H 2.4853 4.6971 -0.3449
31 H 3.2574 3.1515 -0.2906
32 H 1.5348 3.3421 0.3672
33 C 1.1940 5.7686 3.1105
34 S -0.2070 4.6155 2.8011
35 O -0.5479 4.5783 1.3198
36 C 0.7105 3.1218 3.2227
37 H 2.1203 5.2415 3.3566
38 H 0.9570 6.4441 3.9290
39 H 1.5356 6.3753 2.2686
40 H 1.6092 3.1539 2.6069
41 H 0.1307 2.2247 3.0139
42 H 0.9860 3.1037 4.2753
43 C -0.9551 6.8281 -1.1437
44 S -1.9471 6.2883 -2.5610
45 O -2.3816 4.8646 -2.2138
46 C -3.4684 7.2414 -2.2910
47 H -0.7686 7.8966 -1.1398
48 H -0.0762 6.1878 -1.0750
49 H -1.5159 6.4977 -0.2605
50 H -3.9076 7.4924 -3.2549
51 H -3.3116 8.1937 -1.7820
52 H -4.1240 6.6172 -1.6853

So, what does the Löwdin scheme give us? The charges, in e, come out as: atom 1 (Pb): 1.35, atom 2 (Cl): -0.28, atom 3 (C): -0.23, atom 4 (S): 0.88, atom 5 (O): -0.72, atom 6 (C): -0.25, atom 7 (H): 0.06, atom 8 (H): 0.06, atom 9 (H): 0.06, atom 10 (H): 0.05, atom 11 (H): 0.06, atom 12 (H): 0.06, atom 13 (C): -0.26, atom 14 (S): 0.86, atom 15 (O): -0.73, atom 16 (C): -0.25, atom 17 (H): 0.06, atom 18 (H): 0.05, atom 19 (H): 0.06, atom 20 (H): 0.06, atom 21 (H): 0.06, atom 22 (H): 0.05, atom 23 (C): -0.24, atom 24 (S): 0.92, atom 25 (O): -0.73, atom 26 (C): -0.23, atom 27 (H): 0.06, atom 28 (H): 0.04, atom 29 (H): 0.06, atom 30 (H): 0.05, atom 31 (H): 0.06, atom 32 (H): 0.02, atom 33 (C): -0.23, atom 34 (S): 0.90, atom 35 (O): -0.74, atom 36 (C): -0.25, atom 37 (H): 0.05, atom 38 (H): 0.05, atom 39 (H): 0.06, atom 40 (H): 0.04, atom 41 (H): 0.06, atom 42 (H): 0.07, atom 43 (C): -0.25, atom 44 (S): 0.90, atom 45 (O): -0.71, atom 46 (C): -0.24, atom 47 (H): 0.06, atom 48 (H): 0.03, atom 49 (H): 0.02, atom 50 (H): 0.05, atom 51 (H): 0.06, atom 52 (H): 0.02

Formula: C10H30F3O10V
Source: OMol25
Level of theory: ωB97M-V/def2-TZVPD

- LUMO energy: -4.0 eV
- Total energy: -65161.0106 eV
- Energy above the lowest of the compared OMol25 structures with the same formula, charge and spin: 209.57 kcal/mol
- Kohn-Sham gap: 3.38 eV
- E_HOMO: -0.26977 Ha
- Multiplicity: 1

Atoms and positions in Å:
1 O -26.9599 2.8051 -20.1119
2 V -26.9420 3.1241 -21.6810
3 O -25.4303 2.9274 -22.1909
4 C -28.3974 -1.8980 -23.5153
5 O -27.3607 -1.8974 -22.5867
6 O -28.7898 -0.5683 -23.5496
7 C -28.0041 -2.5312 -24.9293
8 F -29.0098 -2.5479 -25.7949
9 F -26.8692 -1.9905 -25.4054
10 F -27.7447 -3.8735 -24.8631
11 C -26.8658 -3.1390 -22.0368
12 C -25.9310 -2.7849 -20.8540
13 H -25.1426 -2.1157 -21.1984
14 H -26.5818 -2.3361 -20.1037
15 H -25.4806 -3.6958 -20.4594
16 H -26.2356 -3.5808 -22.8087
17 H -27.6232 -3.8355 -21.6771
18 H -29.2266 -2.4673 -23.0952
19 C -26.2598 6.8136 -14.9011
20 O -26.6724 8.0910 -15.3374
21 H -25.4786 6.4123 -15.5466
22 H -25.9120 6.9556 -13.8779
23 H -27.0803 6.1063 -14.7802
24 H -26.7384 8.7115 -14.6078
25 C -31.7090 6.3884 -19.7764
26 O -31.2827 5.4437 -20.7152
27 H -32.0242 7.3415 -20.2010
28 H -32.5487 5.9991 -19.2006
29 H -30.8799 6.6026 -19.1020
30 H -32.0322 5.0004 -21.1194
31 C -26.7752 4.9992 -27.2316
32 O -27.3963 5.4021 -25.9974
33 H -25.8254 4.4707 -27.1499
34 H -27.4320 4.3402 -27.7994
35 H -26.5511 5.8356 -27.8936
36 H -27.9155 6.1883 -26.1817
37 C -24.6039 8.6408 -20.8716
38 O -25.6466 7.7518 -20.5188
39 H -23.9359 8.2614 -21.6449
40 H -24.9088 9.6029 -21.2832
41 H -24.0079 8.8714 -19.9887
42 H -26.1942 8.1617 -19.8452
43 C -20.7423 -1.6069 -25.1521
44 O -19.8446 -1.8306 -26.2204
45 H -21.4235 -0.8111 -25.4533
46 H -21.3800 -2.4171 -24.7987
47 H -20.2107 -1.3766 -24.2289
48 H -20.2959 -1.6303 -27.0438
49 C -31.5574 -2.0382 -17.3599
50 O -32.4692 -2.4719 -16.3075
51 H -32.0096 -1.8538 -18.3344
52 H -31.0289 -1.1634 -16.9809
53 H -30.8322 -2.8515 -17.3863
54 H -32.9432 -3.2731 -16.5420

So, what does the Löwdin scheme give us? The charges, in e, come out as: atom 1 (O): -0.30, atom 2 (V): 1.19, atom 3 (O): -0.30, atom 4 (C): -0.45, atom 5 (O): -0.10, atom 6 (O): -0.14, atom 7 (C): -0.54, atom 8 (F): 0.14, atom 9 (F): 0.14, atom 10 (F): 0.08, atom 11 (C): -0.24, atom 12 (C): -0.07, atom 13 (H): 0.07, atom 14 (H): 0.07, atom 15 (H): 0.07, atom 16 (H): 0.11, atom 17 (H): 0.12, atom 18 (H): 0.15, atom 19 (C): -0.17, atom 20 (O): -0.13, atom 21 (H): 0.08, atom 22 (H): 0.08, atom 23 (H): 0.07, atom 24 (H): 0.07, atom 25 (C): -0.18, atom 26 (O): -0.12, atom 27 (H): 0.07, atom 28 (H): 0.08, atom 29 (H): 0.08, atom 30 (H): 0.08, atom 31 (C): -0.16, atom 32 (O): -0.13, atom 33 (H): 0.08, atom 34 (H): 0.07, atom 35 (H): 0.07, atom 36 (H): 0.07, atom 37 (C): -0.17, atom 38 (O): -0.12, atom 39 (H): 0.08, atom 40 (H): 0.07, atom 41 (H): 0.08, atom 42 (H): 0.07, atom 43 (C): -0.18, atom 44 (O): -0.11, atom 45 (H): 0.08, atom 46 (H): 0.07, atom 47 (H): 0.08, atom 48 (H): 0.07, atom 49 (C): -0.13, atom 50 (O): -0.15, atom 51 (H): 0.07, atom 52 (H): 0.07, atom 53 (H): 0.07, atom 54 (H): 0.06

Formula: C10H30FeN2O16
Source: OMol25
Level of theory: ωB97M-V/def2-TZVPD

- LUMO energy (spin up / spin down): -2.5 / -2.5 eV
- Total energy: -80972.1474 eV
- Kohn-Sham gap (spin up / spin down): 7.20 / 7.13 eV
- E_HOMO (spin up / spin down): -0.35650 / -0.35478 Ha
- Multiplicity: 5

Atoms and positions in Å:
1 Fe 2.6691 -0.1872 3.2249
2 N 2.1267 2.6392 4.6018
3 O 1.7774 3.3595 3.6917
4 O 1.9356 1.3264 4.5043
5 O 2.6340 3.0852 5.6354
6 N 0.2000 0.3017 1.1325
7 O 0.5894 0.5450 -0.0132
8 O -1.0151 0.1319 1.4116
9 O 1.0323 0.1893 2.1146
10 C -3.9176 -1.1488 -0.3160
11 C -3.5947 0.2319 -0.8201
12 O -2.3459 0.2271 -1.4985
13 O -2.9802 -1.6003 0.6487
14 H -3.8789 -1.8266 -1.1663
15 H -4.8695 -1.1549 0.2190
16 H -3.5099 1.0206 -0.0641
17 H -4.3631 0.5376 -1.5322
18 H -1.5773 0.0966 -0.9253
19 H -2.4187 -0.8596 0.9451
20 C -0.5144 -2.5494 3.5118
21 C 0.1348 -1.5629 4.4401
22 O 1.5664 -1.6144 4.4080
23 O -0.1843 -3.8671 3.9650
24 H -0.0909 -2.4261 2.5141
25 H -1.5925 -2.4125 3.5111
26 H -0.1466 -1.7496 5.4798
27 H -0.2885 -0.5809 4.2299
28 H 1.8834 -2.4642 4.7395
29 H -1.0134 -4.3012 4.1820
30 C 0.3266 3.6794 -0.8969
31 C -0.8772 3.3672 -0.0590
32 O -0.5669 3.1960 1.3205
33 O 1.0679 4.7695 -0.2858
34 H -0.0201 3.9219 -1.9067
35 H 1.0922 2.8993 -0.9619
36 H -1.4742 2.5528 -0.4844
37 H -1.5121 4.2643 -0.1601
38 H -1.4259 3.0419 1.7278
39 H 1.5387 5.1418 -1.0400
40 C 0.8926 0.8466 -3.8043
41 C -0.1965 0.5939 -4.8125
42 O -1.3169 1.4193 -4.6436
43 O 2.0558 0.0432 -4.1302
44 H 0.5912 0.5182 -2.8029
45 H 1.2035 1.8897 -3.7360
46 H -0.4345 -0.4781 -4.9084
47 H 0.2615 0.7341 -5.8020
48 H -1.7761 1.1198 -3.8433
49 H 2.7522 0.6161 -3.7960
50 C 1.6597 -2.7911 -2.4621
51 C 2.1068 -2.0355 -1.2372
52 O 3.2776 -2.5900 -0.6304
53 O 1.5237 -4.2120 -2.2729
54 H 2.4240 -2.7753 -3.2429
55 H 0.7937 -2.2547 -2.8660
56 H 1.3530 -1.8630 -0.4676
57 H 2.4530 -1.0883 -1.6625
58 H 3.3583 -3.5096 -0.9146
59 H 0.6206 -4.4036 -1.9932

So, what does the Löwdin scheme give us? The charges, in e, come out as: atom 1 (Fe): 1.18, atom 2 (N): -0.55, atom 3 (O): 0.07, atom 4 (O): -0.18, atom 5 (O): 0.03, atom 6 (N): -0.45, atom 7 (O): 0.04, atom 8 (O): 0.00, atom 9 (O): -0.14, atom 10 (C): -0.24, atom 11 (C): -0.24, atom 12 (O): -0.09, atom 13 (O): -0.09, atom 14 (H): 0.12, atom 15 (H): 0.12, atom 16 (H): 0.12, atom 17 (H): 0.12, atom 18 (H): 0.05, atom 19 (H): 0.02, atom 20 (C): -0.22, atom 21 (C): -0.20, atom 22 (O): -0.11, atom 23 (O): -0.06, atom 24 (H): 0.12, atom 25 (H): 0.13, atom 26 (H): 0.14, atom 27 (H): 0.12, atom 28 (H): 0.12, atom 29 (H): 0.09, atom 30 (C): -0.24, atom 31 (C): -0.25, atom 32 (O): -0.05, atom 33 (O): -0.07, atom 34 (H): 0.12, atom 35 (H): 0.10, atom 36 (H): 0.10, atom 37 (H): 0.12, atom 38 (H): 0.09, atom 39 (H): 0.08, atom 40 (C): -0.23, atom 41 (C): -0.28, atom 42 (O): -0.05, atom 43 (O): -0.08, atom 44 (H): 0.10, atom 45 (H): 0.12, atom 46 (H): 0.12, atom 47 (H): 0.12, atom 48 (H): 0.07, atom 49 (H): 0.08, atom 50 (C): -0.23, atom 51 (C): -0.25, atom 52 (O): -0.08, atom 53 (O): -0.07, atom 54 (H): 0.12, atom 55 (H): 0.12, atom 56 (H): 0.10, atom 57 (H): 0.11, atom 58 (H): 0.08, atom 59 (H): 0.09

Formula: C10H30IO7
Source: OMol25
Level of theory: ωB97M-V/def2-TZVPD

- Net charge: -1
- LUMO energy: 2.8 eV
- Total energy: -33290.2416 eV
- Energy above the lowest of the compared OMol25 structures with the same formula, charge and spin: 21.74 kcal/mol
- Kohn-Sham gap: 8.17 eV
- E_HOMO: -0.19913 Ha
- Multiplicity: 1

Atoms and positions in Å:
1 I -0.2813 0.6990 -0.2827
2 C 4.7525 -2.1044 -1.2520
3 C 3.3285 -1.4269 -1.2557
4 O 3.2548 -0.6395 -0.1320
5 H 5.0255 -2.4962 -2.2319
6 H 4.8223 -2.8943 -0.5043
7 H 5.5759 -1.4584 -0.9474
8 H 2.4542 -2.0458 -1.4577
9 H 3.3616 -0.6880 -2.0563
10 H 2.4733 -0.0950 -0.2513
11 C -1.5837 -3.3587 -0.2380
12 C -2.3429 -2.8842 1.0018
13 O -3.0812 -1.7352 0.8145
14 H -2.2659 -3.2865 -1.0851
15 H -1.1844 -4.3649 -0.1107
16 H -0.8688 -2.5990 -0.5539
17 H -1.6406 -2.7206 1.8191
18 H -3.0923 -3.5645 1.4064
19 H -2.3979 -1.2071 0.3953
20 C -1.8923 -1.6061 -4.8645
21 C -1.5124 -0.7161 -3.7322
22 O -0.2485 -1.1666 -3.2363
23 H -2.2394 -2.5940 -4.5618
24 H -1.0347 -1.8291 -5.4992
25 H -2.6747 -1.1963 -5.5032
26 H -2.3047 -0.7323 -2.9839
27 H -1.5304 0.2955 -4.1377
28 H -0.1559 -0.6447 -2.4359
29 C 1.3060 -0.9640 3.5462
30 C 2.6040 -0.2944 3.3090
31 O 2.8904 0.6679 4.2457
32 O 0.2768 -0.0116 3.2782
33 H 1.1520 -1.1374 4.6113
34 H 1.1664 -1.8237 2.8909
35 H 2.6014 0.1572 2.3170
36 H 3.5306 -0.8628 3.3897
37 H 3.4066 1.3533 3.8151
38 H 0.3780 0.3099 2.3793
39 C -2.2120 4.5908 0.5042
40 C -2.0997 5.9241 1.1568
41 O -3.0375 6.1185 2.1339
42 O -2.0158 3.5182 1.4028
43 H -1.5301 4.4761 -0.3383
44 H -3.1329 4.4917 -0.0704
45 H -2.1352 6.7165 0.4092
46 H -1.1397 5.9380 1.6729
47 H -3.2228 7.0510 2.2668
48 H -1.5029 2.8404 0.9565

So, what does the Löwdin scheme give us? The charges, in e, come out as: atom 1 (I): 0.19, atom 2 (C): -0.08, atom 3 (C): -0.33, atom 4 (O): -0.13, atom 5 (H): 0.06, atom 6 (H): 0.06, atom 7 (H): 0.06, atom 8 (H): 0.11, atom 9 (H): 0.10, atom 10 (H): -0.04, atom 11 (C): -0.08, atom 12 (C): -0.37, atom 13 (O): -0.09, atom 14 (H): 0.07, atom 15 (H): 0.07, atom 16 (H): 0.03, atom 17 (H): 0.10, atom 18 (H): 0.11, atom 19 (H): -0.03, atom 20 (C): -0.12, atom 21 (C): -0.36, atom 22 (O): -0.14, atom 23 (H): 0.07, atom 24 (H): 0.07, atom 25 (H): 0.07, atom 26 (H): 0.10, atom 27 (H): 0.10, atom 28 (H): -0.13, atom 29 (C): -0.23, atom 30 (C): -0.30, atom 31 (O): -0.06, atom 32 (O): -0.11, atom 33 (H): 0.12, atom 34 (H): 0.12, atom 35 (H): 0.10, atom 36 (H): 0.12, atom 37 (H): 0.09, atom 38 (H): -0.06, atom 39 (C): -0.28, atom 40 (C): -0.30, atom 41 (O): -0.04, atom 42 (O): -0.09, atom 43 (H): 0.11, atom 44 (H): 0.11, atom 45 (H): 0.12, atom 46 (H): 0.12, atom 47 (H): 0.08, atom 48 (H): -0.07